1.
{
  "formula": "C8H24BKO4",
  "method": "ωB97M-V/def2-TZVPD",
  "symbols": ["K", "B", "H", "H", "H", "H", "C", "O", "C", "C", "O", "C", "H", "H", "H", "H", "H", "H", "H", "H", "H", "H", "C", "O", "C", "C", "O", "C", "H", "H", "H", "H", "H", "H", "H", "H", "H", "H"],
  "coordinates": [[-1.7747, 0.0932, 0.2527], [-4.5230, 3.8050, 0.0758], [-5.3179, 3.1311, 0.3552], [-3.6940, 3.6640, 0.7519], [-4.3068, 3.5728, -0.9555], [-4.9212, 4.8075, 0.1026], [2.0131, 2.6523, 3.0224], [1.5146, 1.3438, 3.3169], [2.4759, 0.5115, 4.0252], [1.7377, -0.8019, 4.4223], [0.9117, -1.4303, 3.3516], [0.8013, -2.8696, 3.5446], [1.1582, 3.2948, 2.8115], [2.7099, 2.6729, 2.1845], [2.6123, 3.0753, 3.8286], [2.7561, 1.0489, 4.9312], [3.2969, 0.1810, 3.3888], [1.1014, -0.7986, 5.3073], [2.5554, -1.4653, 4.7042], [-0.1439, -3.2454, 3.1528], [0.9226, -3.0597, 4.6110], [1.5510, -3.3469, 2.9136], [-0.1617, 1.4088, -3.8281], [0.4425, 0.4341, -3.0319], [0.9704, -0.5951, -3.8110], [-0.1836, -1.6030, -4.1922], [-0.6897, -2.2207, -2.9884], [-1.2507, -3.5517, -3.1822], [-0.3873, 2.2975, -3.2386], [-1.1772, 1.2211, -4.1768], [0.4797, 1.8766, -4.5751], [1.8188, -1.0311, -3.2836], [1.3607, -0.1379, -4.7202], [0.3054, -2.3997, -4.7527], [-0.8836, -1.0165, -4.7872], [-1.3176, -3.8896, -2.1480], [-0.5155, -4.1108, -3.7610], [-2.2474, -3.5184, -3.6221]],
  "mulliken_charge": [0.90, -0.08, -0.16, -0.28, -0.21, -0.19, -0.75, -0.26, -0.49, -0.58, -0.32, -0.69, 0.26, 0.30, 0.29, 0.36, 0.29, 0.38, 0.40, 0.21, 0.34, 0.26, -0.89, -0.27, -0.62, -0.38, -0.25, -0.71, 0.32, 0.34, 0.33, 0.33, 0.38, 0.36, 0.26, 0.21, 0.34, 0.27],
  "e_tot_ev": -33869.4001,
  "lumo_energy_ev": -1.013,
  "orbital_gap_ev": 5.9,
  "fmax_ha_per_bohr": 0.09018,
  "relative_energy_kj_mol": 456.47,
  "mol_weight_da": 234.2
}



2.
{
  "formula": "C8H24BeO8",
  "method": "ωB97M-V/def2-TZVPD",
  "symbols": ["Be", "C", "C", "O", "O", "H", "H", "H", "H", "H", "H", "C", "C", "O", "O", "H", "H", "H", "H", "H", "H", "C", "C", "O", "O", "H", "H", "H", "H", "H", "H", "C", "C", "O", "O", "H", "H", "H", "H", "H", "H"],
  "coordinates": [[-20.2534, -20.1584, 1.6037], [-18.4071, -22.3842, 3.6073], [-18.2268, -22.9632, 2.2649], [-18.6977, -22.1982, 1.1159], [-19.6883, -21.8392, 3.5726], [-17.6060, -21.6486, 3.6793], [-18.2122, -23.0450, 4.4520], [-18.7310, -23.9292, 2.2386], [-17.1440, -23.0841, 2.2948], [-18.4518, -22.6606, 0.3114], [-20.2352, -22.6281, 3.5676], [-23.3294, -21.0119, 1.1617], [-22.6643, -21.9293, 0.1314], [-21.2930, -21.6102, -0.2808], [-22.4064, -21.0577, 2.2785], [-24.3379, -21.4088, 1.2780], [-23.4517, -20.0457, 0.6721], [-23.2196, -22.0941, -0.7919], [-22.5212, -22.9423, 0.5074], [-20.9900, -22.2489, -0.9303], [-22.8296, -21.1295, 3.1372], [-21.7077, -17.0152, 1.3523], [-22.4399, -17.4334, 2.5979], [-21.6800, -18.3902, 3.4041], [-21.3299, -18.1599, 0.5734], [-20.7815, -16.4917, 1.5894], [-22.2884, -16.3686, 0.6944], [-23.3311, -17.9724, 2.2763], [-22.7974, -16.5875, 3.1850], [-21.5351, -17.9999, 4.2691], [-21.5070, -17.9753, -0.3519], [-17.2740, -18.9244, 2.4494], [-17.4516, -18.4313, 0.9798], [-18.3170, -19.2579, 0.2266], [-18.4892, -19.1364, 3.0012], [-16.7530, -18.1772, 3.0480], [-16.7636, -19.8844, 2.3708], [-16.4464, -18.2796, 0.5866], [-17.9047, -17.4400, 0.9696], [-17.7980, -19.6180, -0.4962], [-18.4048, -18.9753, 3.9438]],
  "mulliken_charge": [1.22, -0.53, -0.45, -0.30, -0.41, 0.12, 0.38, 0.44, 0.39, 0.27, 0.34, -0.29, -0.62, -0.48, -0.33, 0.51, 0.12, 0.46, 0.36, 0.30, 0.25, -0.41, -0.39, -0.40, -0.35, 0.20, 0.47, 0.19, 0.50, 0.31, 0.27, -0.25, -0.50, -0.30, -0.29, 0.53, 0.24, 0.51, 0.27, 0.34, 0.31],
  "charge": 3,
  "e_tot_ev": -25430.9059,
  "lumo_energy_ev": [-11.931, -16.580],
  "orbital_gap_ev": [8.1, 3.4],
  "fmax_ha_per_bohr": 0.05542,
  "mol_weight_da": 257.3,
  "multiplicity": 2
}



3.
{
  "formula": "C8H24BrMgN2O3",
  "method": "ωB97M-V/def2-TZVPD",
  "symbols": ["Mg", "Br", "O", "H", "H", "C", "C", "C", "O", "C", "N", "H", "H", "H", "H", "H", "H", "H", "H", "H", "H", "H", "C", "C", "C", "O", "C", "N", "H", "H", "H", "H", "H", "H", "H", "H", "H", "H", "H"],
  "coordinates": [[-1.7601, 2.7160, 3.4076], [-0.5345, 1.2082, 2.0231], [2.7983, 2.3507, 1.2593], [3.5922, 1.8740, 1.5188], [2.0666, 1.7686, 1.4784], [0.3893, 2.7776, -2.0215], [-1.0926, 3.0770, -1.8003], [-1.8206, 3.4379, -3.0706], [-1.2261, 4.5651, -3.6523], [-1.9099, 4.9842, -4.8189], [-1.8380, 1.9667, -1.1799], [0.8445, 3.5490, -2.6429], [0.5549, 1.8023, -2.4844], [0.9221, 2.7819, -1.0660], [-1.1460, 3.8971, -1.0741], [-2.8948, 3.5519, -2.8773], [-1.7288, 2.5887, -3.7761], [-1.4011, 5.8686, -5.1939], [-2.9444, 5.2545, -4.5763], [-1.9116, 4.2183, -5.6012], [-1.3542, 1.6533, -0.3495], [-1.8974, 1.1855, -1.8247], [2.2146, -3.6064, 3.5248], [1.1351, -3.0500, 2.6244], [0.2091, -4.0928, 2.0426], [0.9161, -4.8063, 1.0737], [0.1810, -5.9078, 0.5690], [0.3566, -1.9929, 3.3350], [2.8690, -2.8410, 3.9393], [2.8235, -4.3338, 2.9852], [1.7817, -4.1816, 4.3520], [1.6402, -2.5799, 1.7636], [-0.6658, -3.5913, 1.6009], [-0.1481, -4.7590, 2.8429], [-0.1736, -6.5531, 1.3747], [0.8364, -6.4452, -0.1136], [-0.6734, -5.5713, -0.0350], [-0.0587, -1.3646, 2.6525], [1.0486, -1.4001, 3.7908]],
  "mulliken_charge": [1.01, -0.15, -0.57, 0.32, 0.27, -1.21, 0.62, -0.77, -0.30, -0.73, -0.60, 0.37, 0.28, 0.25, 0.18, 0.43, 0.32, 0.25, 0.30, 0.31, 0.14, 0.28, -1.49, 0.69, -0.63, -0.31, -0.72, -0.71, 0.40, 0.35, 0.34, 0.18, 0.28, 0.35, 0.32, 0.25, 0.29, 0.15, 0.31],
  "charge": 1,
  "e_tot_ev": -93286.9736,
  "lumo_energy_ev": -8.092,
  "orbital_gap_ev": 3.6,
  "fmax_ha_per_bohr": 0.02789,
  "relative_energy_kj_mol": 0.00,
  "mol_weight_da": 300.5
}



4.
{
  "formula": "C8H24Cl4O4",
  "method": "ωB97M-V/def2-TZVPD",
  "symbols": ["Cl", "C", "C", "Cl", "H", "H", "H", "H", "Cl", "C", "C", "Cl", "H", "H", "H", "H", "C", "O", "H", "H", "H", "H", "C", "O", "H", "H", "H", "H", "C", "O", "H", "H", "H", "H", "C", "O", "H", "H", "H", "H"],
  "coordinates": [[3.7119, 2.1573, 0.8020], [2.7118, 0.7403, 1.2063], [3.6400, -0.5038, 1.1434], [4.3470, -0.6448, -0.4603], [2.0152, 0.6116, 0.3779], [2.2253, 0.8959, 2.1691], [3.2535, -1.4734, 1.4575], [4.4586, -0.3264, 1.8409], [0.0260, 3.2527, -1.3911], [0.7455, 2.1573, -2.6112], [2.2582, 2.3154, -2.6145], [2.7803, 3.8585, -3.3073], [0.3182, 2.3604, -3.5932], [0.4851, 1.1049, -2.4984], [2.8030, 1.5701, -3.1940], [2.6589, 2.2374, -1.6039], [-2.6854, -3.8151, 1.6100], [-1.8044, -2.8034, 1.1587], [-2.8936, -3.7102, 2.6748], [-3.5903, -3.9594, 1.0197], [-2.1925, -4.7796, 1.4885], [-1.0037, -2.8694, 1.6842], [1.2645, -2.2936, -1.9317], [1.3768, -1.0641, -2.6894], [2.2539, -2.6200, -1.6112], [0.5801, -2.2030, -1.0882], [0.9915, -3.1258, -2.5806], [1.9481, -1.1396, -3.4572], [-3.3815, 2.1836, 2.6856], [-3.8347, 3.1969, 3.5695], [-2.4920, 2.4578, 2.1182], [-2.9633, 1.2887, 3.1465], [-4.2242, 1.8961, 2.0569], [-4.3368, 2.8436, 4.3076], [-1.6893, 0.3062, -0.4467], [-2.8698, -0.4784, -0.1810], [-1.7140, 0.5720, -1.5035], [-1.7815, 1.2562, 0.0797], [-0.7648, -0.1777, -0.1317], [-2.6316, -1.2756, 0.2979]],
  "mulliken_charge": [-0.23, -0.23, -1.04, -0.11, -0.25, 0.63, 0.75, 0.28, -0.18, -0.15, 0.17, -0.23, 0.40, -0.02, 0.22, -0.23, -1.51, 0.04, 0.58, 0.24, 0.44, -0.06, -0.74, -0.20, 0.31, -0.03, 0.40, 0.20, -0.58, -0.47, 0.09, 0.29, 0.27, 0.29, -0.58, -0.70, 0.19, 0.09, 0.36, 0.29],
  "charge": -1,
  "e_tot_ev": -66962.4658,
  "lumo_energy_ev": [2.534, 2.472],
  "orbital_gap_ev": [2.1, 9.4],
  "fmax_ha_per_bohr": 0.03503,
  "mol_weight_da": 326.1,
  "multiplicity": 2
}



5.
{
  "formula": "C8H24IO8",
  "method": "ωB97M-V/def2-TZVPD",
  "symbols": ["I", "C", "C", "O", "O", "H", "H", "H", "H", "H", "H", "C", "C", "O", "O", "H", "H", "H", "H", "H", "H", "C", "C", "O", "O", "H", "H", "H", "H", "H", "H", "C", "C", "O", "O", "H", "H", "H", "H", "H", "H"],
  "coordinates": [[-0.4270, 0.1234, 0.1852], [-1.9476, 1.5126, 2.9192], [-0.4553, 1.5871, 2.9470], [0.1779, 2.1245, 1.7850], [-2.3270, 0.4653, 2.0393], [-2.4107, 2.4319, 2.5607], [-2.4125, 1.2474, 3.8687], [-0.0739, 0.6048, 3.2259], [-0.0748, 2.2292, 3.7414], [0.1670, 1.5322, 1.0295], [-1.9921, 0.5332, 1.1422], [2.0448, 1.3079, -0.9761], [2.1635, 0.3912, -2.2618], [3.4966, 0.0471, -2.6580], [1.8581, 2.6520, -1.1800], [2.7913, 1.1894, -0.1908], [1.1188, 0.9467, -0.5287], [1.5603, 0.7337, -3.1026], [1.6813, -0.5716, -2.0929], [3.6196, 0.1160, -3.6076], [0.9051, 2.7178, -1.2750], [-3.2012, -1.4510, -1.7123], [-3.1144, -0.0299, -1.1263], [-3.0724, 0.0149, 0.2638], [-4.5952, -1.7957, -1.6654], [-2.6176, -2.1728, -1.1410], [-2.7750, -1.4605, -2.7155], [-3.8943, 0.5343, -1.6378], [-2.2029, 0.4218, -1.5177], [-2.1479, 0.0770, 0.5149], [-5.0312, -1.3019, -0.9671], [1.7094, -1.2706, 0.1121], [3.1436, -1.8849, 0.2420], [3.2916, -2.5094, 1.5857], [0.5971, -2.0977, 0.2973], [1.6198, -0.6051, -0.7465], [1.5879, -0.4725, 0.8444], [4.0147, -1.2367, 0.1470], [3.2437, -2.6177, -0.5587], [4.1991, -2.4723, 1.8966], [-0.2181, -1.5909, 0.3141]],
  "mulliken_charge": [0.26, -0.15, -0.81, -0.64, -0.54, 0.23, 0.30, 0.27, 0.41, 0.57, 0.24, 1.04, -0.38, -0.54, -0.59, 0.33, -1.62, 0.41, 0.13, 0.31, 0.37, 0.03, -0.83, -0.55, -0.58, 0.16, 0.31, 0.49, 0.13, 0.11, 0.32, 0.72, -0.57, -0.54, -0.81, -0.70, 0.41, 0.31, 0.34, 0.29, 0.35],
  "charge": -1,
  "e_tot_ev": -33152.7663,
  "lumo_energy_ev": 2.806,
  "orbital_gap_ev": 7.1,
  "fmax_ha_per_bohr": 0.17399,
  "relative_energy_kj_mol": 1458.69,
  "mol_weight_da": 375.2
}



6.
{
  "formula": "C8H24LiN2O3",
  "method": "ωB97M-V/def2-TZVPD",
  "symbols": ["Li", "O", "H", "H", "C", "C", "C", "O", "C", "N", "H", "H", "H", "H", "H", "H", "H", "H", "H", "H", "H", "C", "C", "C", "O", "C", "N", "H", "H", "H", "H", "H", "H", "H", "H", "H", "H", "H"],
  "coordinates": [[9.8396, -17.2918, 2.6853], [8.3324, -15.8937, 3.2046], [7.3788, -15.7671, 3.2746], [8.7179, -15.1536, 3.6939], [9.1228, -20.5409, 4.9585], [9.3549, -19.1422, 4.4212], [10.7846, -18.7225, 4.7214], [11.0300, -17.3697, 4.2759], [12.1733, -16.7909, 4.8510], [9.1424, -19.1153, 2.9241], [8.3052, -21.1208, 4.5317], [9.0491, -20.6041, 6.0459], [9.9996, -21.1600, 4.7133], [8.6288, -18.4649, 4.8711], [11.5611, -19.3066, 4.2197], [10.9034, -18.8137, 5.8053], [13.0357, -17.4609, 4.7639], [12.0250, -16.5283, 5.8975], [12.4929, -15.8948, 4.3189], [9.7828, -19.7878, 2.5130], [8.1882, -19.4272, 2.7872], [12.6184, -15.1914, 0.9560], [11.1387, -15.3440, 1.2841], [10.3755, -14.2635, 0.5002], [10.6348, -13.0245, 1.1105], [9.8577, -11.9309, 0.6314], [10.5881, -16.6732, 0.9229], [13.0124, -14.2327, 1.2880], [12.7175, -15.3342, -0.1230], [13.2752, -15.9337, 1.4236], [10.9320, -15.0758, 2.3279], [9.2866, -14.3847, 0.4707], [10.8109, -14.2544, -0.5102], [10.0517, -11.1063, 1.3083], [8.8079, -12.2386, 0.6355], [10.1861, -11.6548, -0.3738], [10.2620, -16.5714, -0.0374], [11.4053, -17.2799, 0.8342]],
  "mulliken_charge": [0.93, -0.51, 0.25, 0.29, -1.51, 0.57, -0.86, -0.30, -0.92, -0.68, 0.39, 0.40, 0.36, 0.22, 0.42, 0.44, 0.38, 0.34, 0.25, 0.25, 0.25, -1.68, 0.99, -1.07, -0.31, -0.71, -0.56, 0.38, 0.44, 0.43, -0.12, 0.52, 0.35, 0.25, 0.31, 0.29, 0.26, 0.27],
  "charge": 1,
  "e_tot_ev": -18008.9970,
  "lumo_energy_ev": -2.548,
  "orbital_gap_ev": 10.0,
  "fmax_ha_per_bohr": 0.03011,
  "relative_energy_kj_mol": 75.11,
  "mol_weight_da": 203.2
}



7.
{
  "formula": "C8H24N3Si",
  "method": "ωB97M-V/def2-TZVPD",
  "symbols": ["C", "C", "C", "C", "C", "C", "C", "C", "N", "N", "N", "Si", "H", "H", "H", "H", "H", "H", "H", "H", "H", "H", "H", "H", "H", "H", "H", "H", "H", "H", "H", "H", "H", "H", "H", "H"],
  "coordinates": [[2.1373, 0.8801, 1.7550], [4.1819, -0.3738, 0.9373], [-0.9763, -2.1658, -1.0446], [-2.2733, 2.5584, -0.2850], [2.3328, 0.3305, -1.3156], [-3.2029, -0.2835, -0.7104], [2.6536, -0.4326, 0.9946], [-1.7799, 0.1163, -0.6960], [-0.8717, -0.8142, -0.4564], [-1.4172, 1.3545, -0.6205], [2.0682, -0.5968, -0.3007], [-4.0841, -0.5956, 1.0286], [1.1309, 1.0364, 1.3138], [1.9861, 0.6444, 2.8235], [2.8499, 1.6522, 1.7346], [4.5820, -0.7643, 1.8997], [4.5628, 0.6483, 0.6803], [4.4918, -1.0735, 0.1932], [-0.3533, -2.1018, -1.9414], [-0.5702, -2.9365, -0.2931], [-1.9673, -2.5577, -1.2683], [-1.6586, 3.4538, -0.0602], [-2.8717, 2.8145, -1.0709], [-2.9113, 2.3288, 0.4953], [1.7616, 1.2095, -1.2775], [3.4452, 0.6277, -1.2341], [2.0593, -0.0242, -2.3405], [-3.8902, 0.3790, -1.4101], [-3.3390, -1.3283, -1.1820], [2.5180, -1.2811, 1.5314], [0.1522, -0.6340, -0.4351], [-0.4762, 1.6238, -0.8738], [2.4321, -1.5171, -0.7364], [-5.2239, -1.5754, 0.7971], [-4.5502, 0.7265, 1.5170], [-2.9284, -1.3283, 1.8511]],
  "mulliken_charge": [-1.23, -1.53, -1.00, -1.12, -1.15, -1.11, 0.08, 0.80, 0.08, -0.11, -0.43, 0.40, 0.29, 0.35, 0.33, 0.38, 0.38, 0.41, 0.32, 0.28, 0.39, 0.34, 0.43, 0.39, 0.33, 0.35, 0.37, 0.40, 0.39, 0.58, 0.26, 0.21, 0.30, -0.05, -0.08, -0.04],
  "charge": 1,
  "e_tot_ev": -21025.1832,
  "lumo_energy_ev": -2.694,
  "orbital_gap_ev": 9.6,
  "fmax_ha_per_bohr": 0.08909,
  "relative_energy_kj_mol": 0.00,
  "mol_weight_da": 190.4
}



8.
{
  "formula": "C8H24N4P",
  "method": "ωB97M-V/def2-TZVPD",
  "symbols": ["C", "C", "C", "C", "C", "C", "C", "C", "N", "N", "N", "N", "P", "H", "H", "H", "H", "H", "H", "H", "H", "H", "H", "H", "H", "H", "H", "H", "H", "H", "H", "H", "H", "H", "H", "H", "H"],
  "coordinates": [[-0.9281, 0.7642, -2.6986], [1.1800, 1.9761, -2.1552], [2.1405, -1.7542, -1.6553], [0.7264, -2.4863, 0.2013], [-1.8230, -0.9184, 3.0631], [-3.1107, -1.1279, 1.0162], [-0.1464, 2.0874, 1.0410], [2.0599, 1.2538, 1.2360], [0.2889, 0.9035, -1.9200], [1.1295, -1.3849, -0.6631], [-1.9712, -0.6231, 1.6291], [0.7686, 1.0890, 0.6888], [0.0888, -0.0333, -0.4088], [-1.6272, 0.2420, -2.1308], [-1.3283, 1.8799, -2.9402], [-0.8557, 0.3610, -3.7664], [2.1477, 1.6280, -1.9142], [1.0540, 2.4252, -3.0450], [0.8231, 2.7768, -1.4287], [2.6359, -0.7752, -2.0999], [2.9596, -2.3096, -1.2114], [1.6915, -2.3342, -2.4099], [0.7782, -3.3270, -0.5398], [1.3298, -2.6282, 1.0412], [-0.4213, -2.4016, 0.4084], [-2.6778, -0.6309, 3.6675], [-1.4939, -1.8714, 3.4532], [-1.0036, -0.3379, 3.4062], [-4.0903, -0.7411, 1.5092], [-3.2625, -0.7776, 0.0078], [-2.9519, -2.2118, 0.9744], [-0.2105, 2.3332, 2.1271], [0.0984, 3.0589, 0.6560], [-1.1165, 1.7756, 0.6980], [2.5493, 0.3447, 1.2370], [2.4975, 2.0249, 0.6149], [2.0713, 1.7506, 2.3110]],
  "mulliken_charge": [-0.90, -0.93, -0.95, -0.83, -1.03, -0.91, -1.33, -0.98, 0.22, 0.25, 0.10, 0.44, 0.02, 0.30, 0.33, 0.28, 0.24, 0.51, 0.25, 0.22, 0.39, 0.40, 0.41, 0.23, 0.16, 0.36, 0.35, 0.32, 0.34, 0.20, 0.37, 0.35, 0.45, 0.39, 0.36, 0.34, 0.27],
  "charge": 1,
  "e_tot_ev": -23922.8396,
  "lumo_energy_ev": [-5.986, -3.392],
  "orbital_gap_ev": [6.3, 8.6],
  "fmax_ha_per_bohr": 0.09779,
  "relative_energy_kj_mol": 399.51,
  "mol_weight_da": 207.3
}